[1]
{
  "formula": "C16H32O12",
  "method": "the ωB97M-V functional and the def2-TZVPD basis",
  "symbols": ["C", "C", "O", "C", "O", "O", "C", "H", "H", "H", "H", "H", "H", "H", "H", "C", "C", "O", "C", "O", "O", "C", "H", "H", "H", "H", "H", "H", "H", "H", "C", "C", "O", "C", "O", "O", "C", "H", "H", "H", "H", "H", "H", "H", "H", "C", "C", "O", "C", "O", "O", "C", "H", "H", "H", "H", "H", "H", "H", "H"],
  "coordinates": [[-14.0083, -18.4026, 32.4218], [-14.0712, -16.9148, 32.3599], [-14.3105, -16.4592, 31.0707], [-15.1962, -15.4209, 30.8951], [-16.0071, -14.9775, 31.6828], [-15.1217, -15.0490, 29.5494], [-16.0466, -14.1424, 29.1029], [-13.6719, -18.6586, 33.4265], [-13.3224, -18.8594, 31.7084], [-14.9474, -18.9398, 32.2890], [-13.1392, -16.4427, 32.6706], [-14.8391, -16.6460, 33.0853], [-15.9199, -13.0935, 29.3706], [-17.0509, -14.5648, 29.1370], [-15.8824, -14.1096, 28.0259], [-3.3528, -13.1922, 21.1306], [-4.6868, -13.5154, 21.7279], [-4.8998, -14.8565, 21.8686], [-4.9340, -15.4876, 23.0003], [-4.6641, -15.0127, 24.1305], [-4.9828, -16.7941, 22.7385], [-4.9944, -17.7503, 23.8465], [-3.3279, -13.6572, 20.1451], [-2.5076, -13.4331, 21.7755], [-3.3222, -12.1655, 20.7661], [-5.4757, -13.3348, 20.9977], [-4.9695, -12.9741, 22.6308], [-4.1258, -17.3708, 24.3847], [-4.7879, -18.7822, 23.5628], [-5.7976, -17.5648, 24.5597], [-8.4913, -17.0850, 25.8756], [-9.6032, -17.7019, 26.6987], [-10.8788, -17.0574, 26.8053], [-11.9440, -17.7329, 27.0094], [-12.0011, -18.9378, 27.1877], [-12.9308, -16.8735, 26.9255], [-14.2083, -17.3152, 27.2456], [-8.9335, -16.1957, 25.4266], [-8.3086, -17.7973, 25.0710], [-7.5688, -17.0992, 26.4562], [-9.1307, -17.5889, 27.6745], [-9.7601, -18.7418, 26.4122], [-14.4666, -18.2695, 26.7866], [-14.9677, -16.5708, 27.0066], [-14.4497, -17.4032, 28.3049], [-12.0428, -13.8286, 27.9062], [-10.5544, -13.6873, 28.4716], [-9.5622, -13.4042, 27.3656], [-8.2474, -13.6433, 27.5564], [-7.6575, -13.9744, 28.6121], [-7.5964, -13.5836, 26.3997], [-6.2894, -13.5640, 26.2532], [-11.9975, -14.4782, 27.0321], [-12.5519, -12.9295, 27.5593], [-12.6004, -14.1652, 28.7803], [-10.2531, -14.6577, 28.8661], [-10.3700, -13.0395, 29.3286], [-5.8904, -14.5276, 26.5700], [-5.8585, -12.8165, 26.9193], [-6.0689, -13.1932, 25.2522]],
  "atomic_forces_ev_per_a": [[0.53, -1.18, -0.01], [-0.04, -0.13, 1.66], [-1.63, 2.13, -1.89], [-0.83, -0.46, -0.80], [1.62, -0.59, -0.99], [1.78, -1.64, 3.01], [-1.28, 0.67, -2.34], [0.14, -0.10, 0.03], [0.22, 0.21, -0.01], [-0.30, 0.47, -0.09], [0.14, -0.22, 0.22], [-0.18, 0.63, -0.31], [-0.19, -0.26, 0.94], [-0.22, 0.52, 0.79], [0.25, -0.04, -0.23], [-0.07, 0.27, -0.85], [-1.34, 2.17, -0.38], [-0.40, -2.72, -0.49], [2.93, -0.07, 3.88], [-1.40, -0.92, -2.78], [-1.55, -1.13, -0.54], [1.68, 2.32, 0.89], [0.48, -0.84, 0.24], [-0.02, 0.01, -0.25], [0.02, 0.42, 0.83], [0.14, 1.04, -0.19], [0.40, -0.01, 0.17], [0.22, -0.65, 0.56], [-0.58, 0.42, -0.60], [-0.45, -0.36, -0.58], [-1.41, -0.75, -1.53], [0.77, -1.04, 1.81], [2.99, 2.24, -1.24], [-0.53, -2.83, 0.09], [-0.45, 0.96, 0.06], [-0.84, 0.92, 0.19], [-2.23, -0.64, 0.66], [1.06, 0.59, 0.14], [0.10, 0.27, -0.42], [-0.20, 1.03, -0.07], [-0.81, -0.85, 0.61], [-0.11, 0.08, 0.41], [0.20, 0.09, -0.20], [0.48, 0.24, -0.87], [0.99, -0.28, 0.40], [2.11, 0.88, 0.45], [0.30, -0.74, -1.03], [-0.07, 0.00, 0.64], [1.47, -1.51, 2.61], [-2.08, 1.11, -2.34], [-6.39, 0.70, -0.47], [3.90, 0.58, 0.96], [-0.25, -0.47, 0.54], [0.52, 0.44, 0.19], [-0.20, -0.61, -0.39], [-0.16, -0.23, -0.21], [-0.29, 0.63, -0.46], [0.59, -0.02, -0.68], [0.30, 0.07, 0.29], [0.15, -0.82, -0.03]],
  "spin_multiplicity": 1,
  "homo_ev": -10.315,
  "smiles": "CCOC(=O)OC.CCOC(=O)OC.CCOC(=O)OC.CCOC(=O)OC",
  "gap_ha": 0.403
}

[2]
{
  "formula": "C16H32O32S8",
  "method": "the ωB97M-V functional and the def2-TZVPD basis",
  "symbols": ["O", "S", "O", "O", "C", "C", "O", "H", "H", "H", "H", "O", "S", "O", "O", "C", "C", "O", "H", "H", "H", "H", "O", "S", "O", "O", "C", "C", "O", "H", "H", "H", "H", "O", "S", "O", "O", "C", "C", "O", "H", "H", "H", "H", "O", "S", "O", "O", "C", "C", "O", "H", "H", "H", "H", "O", "S", "O", "O", "C", "C", "O", "H", "H", "H", "H", "O", "S", "O", "O", "C", "C", "O", "H", "H", "H", "H", "O", "S", "O", "O", "C", "C", "O", "H", "H", "H", "H"],
  "coordinates": [[-4.9715, -1.6496, -7.2226], [-6.1323, -2.2757, -7.8271], [-6.0925, -2.7977, -9.1700], [-6.6703, -3.4290, -6.8253], [-8.0422, -3.1828, -6.4632], [-8.1085, -1.6716, -6.4456], [-7.4730, -1.4044, -7.7085], [-8.6013, -3.4981, -7.3458], [-8.3655, -3.6829, -5.5600], [-7.4899, -1.2977, -5.6239], [-9.0929, -1.2203, -6.4131], [-13.6000, -2.7623, -8.3185], [-13.9789, -1.9354, -7.2280], [-15.3362, -1.5335, -6.9834], [-13.3901, -2.5031, -5.8474], [-13.2790, -1.4509, -4.9208], [-12.8244, -0.2500, -5.7739], [-13.0552, -0.5610, -7.1464], [-14.1562, -1.3663, -4.2770], [-12.4885, -1.6444, -4.1909], [-11.7593, -0.0580, -5.6605], [-13.4748, 0.6050, -5.5749], [-8.9426, -6.8321, -5.3936], [-10.1542, -6.0789, -5.5294], [-10.2874, -5.3347, -6.7509], [-11.4743, -6.9841, -5.1915], [-12.2649, -6.3786, -4.1610], [-11.6969, -4.9779, -3.8544], [-10.3595, -5.0315, -4.2911], [-13.2942, -6.3527, -4.5176], [-12.2000, -7.0849, -3.3325], [-11.7240, -4.9055, -2.7672], [-12.2829, -4.1604, -4.2687], [-7.7722, -1.1937, -2.7002], [-9.1349, -1.1489, -3.1494], [-9.7179, -2.1202, -4.0374], [-10.0481, -0.8592, -1.8796], [-10.0228, 0.5093, -1.5071], [-9.7306, 1.2911, -2.8005], [-9.5005, 0.3173, -3.8280], [-10.9993, 0.8005, -1.1201], [-9.2395, 0.4990, -0.7453], [-8.7712, 1.7596, -2.5606], [-10.4831, 2.0224, -3.0588], [-7.0539, -0.0060, -0.0847], [-7.0871, -0.7509, 1.1559], [-7.4809, -2.1308, 1.1308], [-5.6711, -0.6613, 1.9572], [-5.7553, -0.0600, 3.2329], [-7.0108, 0.7924, 3.1689], [-7.8937, 0.0896, 2.3151], [-5.7547, -0.8096, 4.0308], [-4.8592, 0.5137, 3.4691], [-6.7739, 1.7201, 2.6299], [-7.6201, 0.9906, 4.0485], [-13.1120, -0.7101, -0.7767], [-13.1716, -2.1497, -0.8592], [-13.6641, -2.8074, -2.0279], [-11.6770, -2.7885, -0.5031], [-11.5108, -2.8131, 0.9119], [-12.8256, -3.4201, 1.3077], [-13.8090, -2.7734, 0.4606], [-10.6703, -3.4531, 1.1720], [-11.3329, -1.8283, 1.3471], [-13.1550, -3.2134, 2.3256], [-12.9581, -4.4803, 1.0992], [-7.0745, 4.3996, 1.4713], [-8.0564, 4.6724, 0.4683], [-7.5493, 5.2486, -0.7449], [-8.9393, 3.4019, 0.0851], [-10.2629, 3.5094, 0.6363], [-10.5570, 5.0039, 0.6167], [-9.2952, 5.4847, 1.1145], [-10.9326, 2.9545, -0.0180], [-10.3242, 3.0700, 1.6299], [-11.4144, 5.2280, 1.2476], [-10.7212, 5.4571, -0.3560], [-12.3890, 5.4903, -4.0665], [-11.2571, 4.9955, -3.3658], [-11.4849, 4.1620, -2.2007], [-10.2508, 4.1118, -4.2952], [-8.9750, 4.7409, -4.4598], [-9.1136, 6.1991, -3.9772], [-10.2089, 6.1821, -3.1062], [-8.1510, 4.2194, -3.9700], [-8.7378, 4.6528, -5.5208], [-9.2609, 6.8171, -4.8615], [-8.1959, 6.3704, -3.4196]],
  "atomic_forces_ev_per_a": [[-1.78, -0.70, -0.91], [0.14, -0.89, 0.02], [0.25, 0.83, 1.38], [0.93, 0.24, 0.25], [-0.62, 0.42, -1.20], [0.58, -0.53, 0.46], [0.70, 1.00, -0.23], [-0.48, -0.33, 0.43], [0.50, -0.13, 0.09], [-0.03, 0.25, -0.09], [-0.04, -0.10, -0.32], [-0.10, 0.52, 0.68], [0.14, 1.65, 0.93], [0.76, -0.46, -0.50], [-0.09, -1.26, -0.61], [0.90, 0.52, 0.94], [-1.07, 0.62, 0.13], [-0.61, -1.78, -0.82], [-0.41, 0.38, -0.71], [0.16, -0.56, -0.39], [-0.11, 0.17, 0.06], [0.53, 0.21, 0.33], [-1.24, 0.36, 0.67], [0.15, 0.53, -0.51], [-0.67, -0.67, 0.85], [1.45, 1.01, -0.73], [-0.52, -0.42, -0.23], [-0.79, -1.08, 0.77], [0.88, -0.69, -0.66], [0.04, 0.13, 0.02], [-0.01, 0.36, 0.25], [0.34, 0.44, -0.04], [0.28, -0.04, -0.42], [-1.14, -0.20, -0.93], [-0.39, 1.69, -0.23], [0.61, 0.69, 1.28], [-0.82, -1.76, -0.73], [-0.18, -0.16, 0.28], [1.91, -0.22, 1.09], [0.16, -0.88, 0.16], [0.03, -0.44, 0.19], [-0.10, 1.06, -0.15], [-0.14, 0.55, -0.59], [-0.11, -0.27, -0.36], [0.09, -0.74, 1.96], [0.55, 0.35, 0.36], [-0.15, 1.30, 0.18], [-0.21, -0.09, -1.24], [-0.01, -0.02, 1.46], [0.14, 0.99, -0.81], [-0.59, -1.71, -1.69], [-0.50, -0.31, -0.32], [-0.03, 0.27, -0.65], [0.02, 0.13, 0.50], [0.64, -0.08, 0.30], [-0.29, -1.47, -0.11], [1.94, -0.43, 0.96], [0.24, 0.50, 0.64], [-0.60, 1.00, -1.21], [-0.12, -0.57, 0.02], [-1.18, 0.04, 0.71], [-0.57, 0.80, -0.52], [0.04, -0.02, -0.29], [-0.18, 0.13, -0.21], [0.20, 0.01, 0.00], [0.58, -0.08, 0.04], [-1.07, -0.08, -0.03], [0.45, 0.40, -0.30], [-0.96, -0.16, 0.51], [0.27, -0.20, 0.20], [-0.90, -0.10, -1.02], [0.42, -0.77, -0.05], [0.93, 0.69, 0.33], [0.11, 0.03, -0.10], [0.29, 0.20, 0.17], [0.47, 0.37, 0.45], [-0.04, -0.41, -0.18], [0.53, -0.11, 0.00], [0.81, -1.57, 0.10], [0.32, 1.40, -0.82], [-0.74, 0.76, 0.48], [0.44, -0.19, -0.99], [1.10, -1.65, -1.02], [-1.36, -0.06, 1.12], [-0.55, -0.27, 0.60], [-0.13, 0.34, -0.03], [-0.16, 0.52, 0.46], [-0.26, 0.80, 0.08]],
  "spin_multiplicity": 1,
  "homo_ev": -10.417,
  "smiles": "O=S1(=O)OCCO1.O=S1(=O)OCCO1.O=S1(=O)OCCO1.O=S1(=O)OCCO1.O=S1(=O)OCCO1.O=S1(=O)OCCO1.O=S1(=O)OCCO1.O=S1(=O)OCCO1",
  "gap_ha": 0.373
}